[1]
Computed, not measured: a structure of composition C30H27F6I2NO9P2S6Zr, with the ωB97M-V functional and the def2-TZVPD basis.

lowest unoccupied orbital energy = -0.19 eV
molecular weight = 1258.91 g/mol
energy above the lowest of the compared OMol25 structures with the same formula, charge and spin = 0.0 kJ/mol
strongest force on any atom = 0.017 hartree/bohr
spin multiplicity = 1
E_HOMO = -7.417 eV
total charge = 0
frontier orbital gap = 7.23 eV
DFT total energy = -168849.5408 eV

Each line ends with the Löwdin charge.
Cartesian coordinates (Å):
Zr  0.603  1.812  0.534  1.462
S  0.246  2.098  5.181  0.515
C  0.543  2.138  3.569  -1.745
S  1.886  1.396  2.771  0.547
S  -0.522  2.994  2.438  0.448
F  3.727  5.447  2.059  0.159
C  4.390  4.356  1.691  -0.684
F  5.627  4.692  1.341  0.154
F  4.437  3.504  2.697  0.151
S  3.526  3.644  0.223  0.640
O  2.135  3.521  0.653  -0.476
O  3.769  4.556  -0.845  -0.231
N  4.274  2.281  0.120  -0.262
S  3.779  0.949  -0.476  0.624
O  2.421  0.576  -0.048  -0.461
O  4.077  0.712  -1.848  -0.228
C  4.831  -0.229  0.467  -0.679
F  4.461  -1.467  0.130  0.137
F  4.678  -0.075  1.773  0.142
F  6.106  -0.058  0.145  0.162
I  -3.272  5.430  0.888  0.726
C  -3.907  3.605  1.752  -1.182
I  -3.637  1.899  0.516  0.828
H  -4.965  3.681  1.963  -0.046
H  -3.320  3.441  2.649  -0.076
O  -0.343  0.655  -1.087  -0.464
P  -0.905  -0.647  -1.589  0.802
C  -1.856  -1.457  -0.257  -0.275
P  -1.003  -1.282  1.341  0.793
O  -0.261  0.024  1.386  -0.542
C  0.137  -2.655  1.486  -0.263
C  -0.285  -3.975  1.349  -0.094
C  0.632  -5.006  1.453  -0.074
C  1.970  -4.716  1.697  -0.062
C  2.388  -3.403  1.847  -0.051
C  1.474  -2.363  1.744  -0.042
C  -2.252  -1.327  2.611  -0.281
C  -2.163  -0.377  3.625  -0.060
C  -3.115  -0.370  4.633  -0.047
C  -4.146  -1.297  4.622  -0.064
C  -4.236  -2.241  3.605  -0.074
C  -3.288  -2.259  2.596  -0.083
C  -2.089  -0.393  -2.901  -0.267
C  -2.672  0.862  -3.048  -0.084
C  -3.654  1.045  -4.012  -0.051
C  -4.045  -0.015  -4.816  -0.066
C  -3.454  -1.265  -4.673  -0.073
C  -2.473  -1.457  -3.716  -0.070
C  0.390  -1.759  -2.119  -0.265
C  1.518  -1.163  -2.681  -0.051
C  2.567  -1.960  -3.112  -0.051
C  2.491  -3.339  -2.983  -0.058
C  1.366  -3.934  -2.427  -0.068
C  0.312  -3.145  -1.997  -0.090
H  -2.065  -2.501  -0.496  0.069
H  -2.809  -0.928  -0.194  0.037
H  -1.329  -4.209  1.168  0.102
H  0.308  -6.033  1.348  0.107
H  2.688  -5.522  1.777  0.109
H  3.427  -3.180  2.046  0.108
H  1.788  -1.334  1.875  0.069
H  -1.363  0.354  3.632  0.052
H  -3.040  0.367  5.422  0.113
H  -4.890  -1.286  5.408  0.108
H  -5.046  -2.958  3.598  0.106
H  -3.370  -2.990  1.800  0.100
H  -2.340  1.690  -2.437  0.063
H  -4.103  2.021  -4.135  0.115
H  -4.809  0.134  -5.569  0.108
H  -3.752  -2.085  -5.313  0.106
H  -1.995  -2.426  -3.619  0.104
H  1.585  -0.085  -2.763  0.108
H  3.449  -1.493  -3.528  0.113
H  3.317  -3.956  -3.313  0.109
H  1.313  -5.009  -2.320  0.108
H  -0.555  -3.618  -1.554  0.094
C  0.859  5.046  -2.065  -0.112
S  0.337  3.369  -1.945  0.469
O  -0.410  3.047  -3.123  -0.273
O  -0.468  3.306  -0.656  -0.546
O  1.506  2.503  -1.678  -0.416
H  -0.024  5.633  -2.304  0.077
H  1.596  5.106  -2.863  0.083
H  1.297  5.347  -1.119  0.059



[2]
Computed, not measured: the molecule C2H10O2Si2, with the ωB97M-V functional and the def2-TZVPD basis.

lowest unoccupied orbital energy = 0.74 eV
molecular weight = 122.27 g/mol
energy above the lowest of the compared OMol25 structures with the same formula, charge and spin = 109.7 kJ/mol
strongest force on any atom = 0.088 hartree/bohr
spin multiplicity = 1
E_HOMO = -10.030 eV
total charge = 0
frontier orbital gap = 10.77 eV
SMILES = C[SiH2]O[Si@@H](C)O
DFT total energy = -22089.2316 eV

Each line ends with the natural charge from an NBO analysis.
Cartesian coordinates (Å):
C  1.760  0.561  -1.491  -1.134
Si  1.999  -0.583  0.006  1.450
O  0.688  -0.108  0.892  -1.266
Si  -0.909  -0.278  1.194  1.942
C  -1.997  0.888  0.109  -1.125
O  -1.606  -1.749  1.145  -1.118
H  1.105  0.145  -2.213  0.244
H  1.286  1.508  -1.428  0.242
H  2.661  0.801  -2.208  0.236
H  3.212  -0.696  0.863  -0.184
H  1.696  -1.939  -0.621  -0.217
H  -0.837  0.089  2.582  -0.288
H  -2.564  0.237  -0.649  0.238
H  -2.658  1.360  0.717  0.226
H  -1.328  1.656  -0.390  0.239
H  -2.509  -1.890  1.492  0.515



[3]
Computed, not measured: a structure of composition C3H3GaLiO2, with the ωB97M-V functional and the def2-TZVPD basis.

lowest unoccupied orbital energy (alpha / beta) = -10.60 / -13.60 eV
molecular weight = 147.72 g/mol
energy above the lowest of the compared OMol25 structures with the same formula, charge and spin = 105.1 kJ/mol
strongest force on any atom = 0.111 hartree/bohr
spin multiplicity = 2
E_HOMO (alpha / beta) = -19.652 / -18.944 eV
total charge = +2
frontier orbital gap (alpha / beta) = 9.05 / 5.35 eV
DFT total energy = -59812.4207 eV

Each line ends with the natural charge from an NBO analysis.
Cartesian coordinates (Å):
H  -2.076  0.025  -1.168  0.252
O  1.105  0.544  -0.010  -0.979
C  0.012  -0.204  -0.119  0.346
C  -0.080  -1.423  -0.694  -0.299
C  -1.034  0.401  -1.187  0.390
O  -0.767  1.485  -1.689  -0.531
Li  0.866  2.124  -1.056  0.971
Ga  2.643  0.036  0.550  1.218
H  0.781  -2.083  -0.806  0.284
H  -0.673  -1.752  0.297  0.347